[1]
Computed, not measured: a molecular structure, C36H57BaBrN4O8P2, with ωB97M-V/def2-TZVPD.

Structure (XYZ):
```
109
Properties=species:S:1:pos:R:3:forces:R:3:lowdin_charge:R:1
Ba 0.188 -0.645 0.350 -0.0131 0.0494 0.4289 1.96
C -2.966 1.644 2.478 0.0031 0.0062 0.0068 -0.06
C -2.237 1.653 3.660 -0.0060 -0.0054 -0.0134 -0.05
C -0.887 1.980 3.642 0.0049 -0.0062 0.0017 -0.07
C -0.262 2.290 2.440 0.0133 -0.0014 -0.0037 -0.11
C -0.995 2.284 1.255 0.0069 0.0851 0.0029 -0.17
C -2.348 1.962 1.275 0.0107 -0.0236 -0.0059 -0.09
H -4.024 1.416 2.501 0.0008 0.0018 -0.0029 0.12
H -2.726 1.424 4.598 0.0027 0.0011 -0.0016 0.12
H -0.329 2.020 4.570 -0.0007 -0.0004 -0.0039 0.12
H 0.782 2.581 2.430 -0.0099 0.0126 0.0136 0.10
H -0.518 2.601 0.332 -0.0102 0.0047 0.0081 0.07
H -2.933 1.998 0.362 0.0025 0.0025 0.0017 0.11
C -3.444 -1.405 0.751 -0.0197 -0.0238 0.0132 -0.05
O -2.279 -1.362 1.579 0.0399 -0.1731 -0.1812 -0.24
C -2.387 -1.919 2.832 0.0695 0.0098 -0.0613 -0.23
C -3.486 -2.627 3.277 -0.0737 0.0201 0.0395 -0.05
C -3.500 -3.093 4.590 -0.0279 -0.0090 -0.0029 -0.67
Br -5.008 -4.046 5.196 0.0395 0.0238 -0.0140 0.81
C -2.445 -2.858 5.443 -0.0103 0.0009 0.0001 -0.05
C -1.319 -2.175 4.978 -0.0218 0.0863 0.0944 -0.07
C -1.292 -1.720 3.671 -0.0346 -0.0962 -0.1830 -0.20
O -0.211 -1.054 3.119 0.1506 0.1258 0.0562 -0.11
C -0.246 -1.852 5.929 0.1360 0.0628 0.1378 -0.28
N -0.457 -1.522 7.164 -0.1842 -0.0426 -0.0597 0.20
C 0.797 -1.295 7.712 0.2186 0.0077 -0.0559 -0.22
C 1.145 -0.931 9.010 0.0169 0.0106 0.0183 0.00
C 2.489 -0.798 9.297 -0.0433 0.0095 0.0464 -0.07
C 3.473 -1.017 8.322 -0.0003 -0.0136 -0.0644 -0.08
C 3.144 -1.366 7.025 0.0420 -0.0018 0.0093 -0.02
C 1.791 -1.495 6.744 -0.1158 0.0471 0.1987 -0.19
N 1.099 -1.802 5.577 -0.0355 -0.0796 -0.2077 0.14
H -4.299 -0.977 1.274 -0.0086 0.0202 -0.0184 0.11
H -3.669 -2.428 0.446 -0.0112 -0.0055 0.0160 0.11
H -3.218 -0.813 -0.134 0.0154 -0.0143 -0.0057 0.08
H -4.338 -2.811 2.641 0.0078 0.0019 -0.0092 0.11
H -2.470 -3.187 6.472 0.0088 0.0056 -0.0030 0.12
H 0.267 -0.586 3.823 -0.0183 -0.0963 0.0379 0.10
H 0.381 -0.770 9.759 0.0092 0.0014 0.0019 0.12
H 2.797 -0.524 10.296 -0.0121 -0.0012 -0.0015 0.11
H 4.514 -0.911 8.595 0.0019 -0.0014 -0.0099 0.11
H 3.910 -1.535 6.279 -0.0035 0.0017 0.0030 0.11
H 1.489 -2.357 4.832 -0.0016 0.0092 0.0149 0.16
N 0.371 -3.347 0.976 -0.0496 -0.2567 0.0517 -0.11
C 1.192 -4.236 0.126 0.0156 -0.0073 -0.0058 -0.25
C 2.681 -3.960 0.275 -0.0080 0.0228 0.0178 -0.18
C 3.169 -2.615 -0.251 -0.0283 0.0357 -0.0588 -0.26
N 2.916 -1.494 0.688 0.0363 -0.0031 -0.0651 -0.11
H 0.697 -3.426 1.937 -0.0100 0.0082 0.0048 0.08
H -0.582 -3.704 1.000 0.0014 0.0099 -0.0194 0.09
H 0.893 -4.075 -0.914 0.0094 -0.0159 0.0035 0.11
H 1.003 -5.287 0.354 0.0045 -0.0084 0.0037 0.12
H 3.213 -4.746 -0.263 0.0038 0.0097 -0.0163 0.12
H 2.976 -4.075 1.325 0.0031 -0.0058 -0.0043 0.12
H 2.659 -2.387 -1.194 0.0092 0.0149 0.0033 0.11
H 4.232 -2.687 -0.489 0.0157 -0.0144 0.0301 0.12
H 3.430 -0.684 0.351 -0.0352 0.0487 -0.0170 0.07
H 3.346 -1.715 1.582 -0.0301 -0.0441 0.0025 0.08
C 0.875 -2.631 -4.182 -0.0248 0.0127 0.0146 -0.03
C -0.177 -1.849 -4.942 0.0700 -0.0966 -0.0137 -0.40
C 0.192 -1.634 -6.391 -0.0254 0.0214 0.0547 -0.03
O -0.307 -0.510 -4.328 -0.0249 -0.0395 -0.1229 -0.19
P -1.182 -0.251 -3.062 -0.1293 0.3060 -0.2317 0.42
O -0.938 -1.189 -1.935 0.1850 0.0967 0.4217 -0.47
C -0.781 1.470 -2.658 0.1813 -0.2745 0.0674 -0.20
P 0.940 1.897 -2.248 -0.1118 0.0324 -0.2876 0.43
O 1.534 1.072 -1.164 -0.2794 -0.2456 0.0496 -0.45
O 0.724 3.406 -1.883 0.0316 0.1233 0.0018 -0.19
C 1.843 4.254 -1.414 0.0420 0.0559 0.0800 -0.41
C 1.812 4.283 0.098 0.0230 -0.0096 -0.0524 -0.04
C 1.654 5.611 -2.048 -0.0296 -0.0390 -0.0087 -0.02
O 1.809 1.790 -3.541 0.0124 0.0533 0.0064 -0.16
C 1.730 2.739 -4.669 0.0488 0.0531 -0.0955 -0.41
C 1.291 1.978 -5.898 0.0139 -0.0357 0.0633 -0.03
C 3.097 3.364 -4.831 -0.0315 -0.0105 0.0372 -0.02
O -2.708 -0.311 -3.386 0.0141 -0.0080 -0.0628 -0.16
C -3.578 0.411 -4.328 -0.0544 0.0710 -0.0531 -0.39
C -2.884 0.746 -5.630 0.0233 -0.0585 0.0558 -0.03
C -4.165 1.619 -3.629 0.0206 -0.0640 0.0294 -0.03
H 1.012 -3.607 -4.646 -0.0133 0.0021 -0.0179 0.10
H 0.573 -2.777 -3.145 0.0329 -0.0070 -0.0165 0.05
H 1.827 -2.098 -4.215 -0.0019 0.0009 0.0127 0.10
H -1.152 -2.336 -4.862 -0.0145 0.0164 0.0011 0.15
H 1.170 -1.159 -6.464 -0.0028 0.0147 -0.0138 0.09
H -0.543 -1.016 -6.904 0.0084 0.0112 -0.0156 0.08
H 0.240 -2.597 -6.898 -0.0017 -0.0036 0.0062 0.10
H -1.395 1.715 -1.786 -0.0316 0.1347 -0.0342 0.07
H -1.099 2.117 -3.477 -0.0029 0.0262 0.0043 0.08
H 2.770 3.791 -1.762 -0.0050 -0.0060 -0.0009 0.13
H 0.869 4.701 0.451 0.0036 -0.0112 0.0090 0.10
H 2.623 4.909 0.468 0.0068 0.0044 -0.0034 0.10
H 1.945 3.277 0.499 -0.0092 0.0148 0.0110 0.06
H 0.702 6.041 -1.735 0.0014 0.0090 -0.0207 0.10
H 1.674 5.546 -3.135 -0.0158 0.0199 -0.0008 0.08
H 2.454 6.282 -1.732 0.0120 -0.0151 0.0098 0.10
H 0.994 3.503 -4.404 -0.0081 0.0020 0.0049 0.13
H 2.019 1.199 -6.126 -0.0203 -0.0052 -0.0269 0.09
H 1.236 2.659 -6.747 0.0013 0.0109 -0.0001 0.10
H 0.317 1.512 -5.759 -0.0006 -0.0125 -0.0073 0.05
H 3.836 2.595 -5.057 0.0045 0.0012 0.0067 0.10
H 3.407 3.895 -3.932 0.0133 0.0014 -0.0066 0.07
H 3.077 4.076 -5.657 -0.0005 -0.0007 -0.0012 0.10
H -4.364 -0.318 -4.514 -0.0079 -0.0041 -0.0029 0.15
H -2.074 1.464 -5.485 0.0083 0.0003 -0.0278 0.07
H -3.608 1.196 -6.309 -0.0196 0.0061 0.0177 0.10
H -2.489 -0.148 -6.107 0.0264 0.0057 -0.0126 0.08
H -3.413 2.392 -3.464 -0.0059 0.0185 0.0114 0.08
H -4.606 1.334 -2.674 0.0057 0.0159 -0.0016 0.09
H -4.952 2.049 -4.248 0.0054 -0.0018 -0.0104 0.10
```
Positions in Å, forces in eV/Å.

As for the charge: +2. The HOMO energy comes out at -12.279 eV. Its energy above the lowest of the compared OMol25 structures with the same formula, charge and spin is 1.234 eV. The largest force on an atom is 0.5 eV/Å. The molar mass is 953.05 g/mol.

[2]
Computed, not measured: a molecular structure, C34H38CdN7PS3Se3, with ωB97M-V/def2-TZVPD.

Structure (XYZ):
```
87
Properties=species:S:1:pos:R:3:forces:R:3:lowdin_charge:R:1
Cd 0.455 0.661 0.501 0.5233 0.1289 -0.0348 1.05
C 0.727 0.577 3.855 0.0134 0.0708 -0.0527 -0.19
C 2.121 0.439 3.236 0.0160 0.2272 0.0395 -0.22
N 2.117 -0.371 2.023 -0.2790 -0.1166 -0.0277 -0.13
C 1.855 -1.794 2.234 0.0067 -0.0062 0.1107 -0.20
C 0.774 -2.342 1.301 -0.0794 0.0352 0.0626 -0.23
N -0.384 -1.451 1.238 -0.0665 -0.1010 -0.0367 -0.17
C -1.199 -1.358 2.455 0.0088 0.0141 -0.0475 -0.20
C -1.496 0.089 2.857 0.0593 0.0169 0.0642 -0.22
N -0.289 0.919 2.854 -0.0698 0.0028 -0.0045 -0.13
H 0.439 -0.350 4.352 -0.0142 -0.0491 -0.0240 0.10
H 0.776 1.333 4.642 -0.0142 0.0167 0.0050 0.12
H 2.495 1.434 2.955 -0.1156 -0.2276 0.0468 0.09
H 2.804 0.030 3.993 -0.0072 0.0288 0.0245 0.12
H 2.998 -0.188 1.549 0.0265 -0.1203 -0.0219 0.03
H 2.762 -2.391 2.100 0.0065 -0.0045 0.0126 0.10
H 1.556 -1.951 3.274 -0.0116 0.0088 -0.0087 0.11
H 1.168 -2.414 0.286 -0.0094 0.0013 -0.0255 0.07
H 0.503 -3.353 1.630 -0.0014 -0.0204 0.0023 0.12
H -0.976 -1.665 0.441 0.0939 -0.0088 0.0611 -0.03
H -2.155 -1.867 2.316 -0.0071 -0.0104 -0.0077 0.12
H -0.690 -1.880 3.267 0.0422 0.0112 0.0060 0.10
H -2.194 0.523 2.136 0.0431 0.0079 -0.0155 0.09
H -1.990 0.076 3.837 -0.0174 0.0148 0.0099 0.12
H -0.540 1.899 2.885 -0.0052 -0.0222 0.0220 0.09
Se -2.579 -0.455 -1.055 -0.1510 0.0002 -0.1067 0.25
P -2.641 1.678 -1.087 -0.0035 0.0383 -0.0270 0.10
Se -0.989 2.780 -0.171 -0.0602 0.0500 0.1064 0.18
C -4.161 2.303 -0.294 0.0065 0.0091 -0.0144 -0.42
C -4.471 3.658 -0.415 -0.0265 0.0046 0.0193 -0.10
C -5.604 4.168 0.195 0.0336 -0.0083 -0.0182 -0.08
C -6.434 3.331 0.933 0.0117 -0.0432 0.0005 -0.09
C -6.127 1.984 1.055 0.0288 0.0263 -0.0122 -0.08
C -4.991 1.468 0.441 -0.0383 0.0214 0.0006 -0.12
C -2.815 2.264 -2.803 -0.0444 -0.0123 -0.0113 -0.41
C -3.957 1.878 -3.506 0.0267 0.0220 -0.0500 -0.10
C -4.139 2.292 -4.815 0.0126 -0.0044 0.0313 -0.08
C -3.182 3.090 -5.432 0.0164 -0.0024 0.0223 -0.09
C -2.044 3.469 -4.737 -0.0157 -0.0225 0.0234 -0.08
C -1.859 3.057 -3.422 -0.0313 -0.0137 -0.0309 -0.11
H -3.821 4.312 -0.984 -0.0023 -0.0068 0.0035 0.11
H -5.842 5.219 0.096 0.0000 -0.0093 -0.0008 0.10
H -7.321 3.731 1.407 0.0071 -0.0046 -0.0007 0.10
H -6.775 1.329 1.625 0.0041 0.0035 -0.0037 0.10
H -4.748 0.415 0.516 -0.0052 -0.0008 -0.0025 0.05
H -4.695 1.246 -3.028 -0.0012 0.0022 0.0035 0.11
H -5.026 1.990 -5.356 0.0031 0.0042 0.0044 0.10
H -3.326 3.415 -6.454 0.0026 -0.0054 0.0048 0.10
H -1.296 4.090 -5.216 -0.0062 -0.0067 0.0025 0.10
H -0.975 3.354 -2.872 -0.0036 0.0093 0.0012 0.04
C 2.533 2.360 -3.032 0.0533 -0.0506 -0.0042 -0.05
N 3.313 1.232 -2.549 0.0472 0.0295 -0.0766 -0.08
C 2.821 0.068 -2.092 0.0688 0.2483 0.0507 -0.75
Se 1.031 -0.433 -1.998 -0.0218 -0.1288 -0.0714 0.55
N 3.870 -0.672 -1.677 0.0643 -0.1356 -0.1126 0.13
C 5.062 0.024 -1.848 -0.0549 -0.0732 -0.0041 -0.19
C 6.379 -0.280 -1.541 0.0801 0.0453 -0.0209 -0.01
C 7.317 0.714 -1.767 -0.0447 -0.0843 -0.1142 -0.10
C 6.952 1.958 -2.294 -0.0295 -0.0482 -0.0688 -0.09
C 5.637 2.246 -2.622 0.0240 0.0225 -0.0724 -0.01
C 4.700 1.250 -2.391 -0.1611 0.0182 0.0000 -0.17
H 1.488 2.183 -2.795 -0.0217 -0.0244 0.0200 0.03
H 2.656 2.466 -4.110 0.0226 -0.0260 -0.0071 0.10
H 2.864 3.260 -2.517 -0.0045 -0.0206 0.0008 0.07
H 3.757 -1.619 -1.358 0.0174 0.0374 0.0326 0.15
H 6.661 -1.232 -1.111 -0.0141 -0.0034 -0.0044 0.12
H 8.352 0.536 -1.509 -0.0278 -0.0042 -0.0069 0.10
H 7.712 2.715 -2.427 -0.0110 -0.0015 0.0003 0.11
H 5.351 3.212 -3.016 0.0072 -0.0163 0.0039 0.12
S 8.229 2.177 1.213 0.0244 -0.0223 0.1072 0.61
C 6.595 1.903 1.182 -0.0983 0.0650 -0.0173 -1.08
S 5.492 3.182 0.767 -0.0587 -0.0060 0.0315 0.98
C 4.139 2.074 0.770 0.0512 -0.0096 -0.1649 -1.12
N 4.490 0.871 1.106 0.3273 0.1075 0.1155 -0.03
N 5.855 0.780 1.376 -0.0377 0.0153 0.0658 -0.12
C 6.302 -0.507 1.791 -0.0205 -0.1150 -0.0158 -0.19
C 5.465 -1.606 1.579 0.0255 0.0133 -0.1097 -0.05
C 5.853 -2.875 1.978 0.0086 0.0471 -0.0132 -0.09
C 7.078 -3.074 2.597 0.0055 0.0170 0.0063 -0.09
C 7.902 -1.982 2.816 0.0111 -0.0057 -0.0003 -0.07
C 7.527 -0.705 2.422 -0.0256 0.0786 0.0455 -0.04
S 2.582 2.591 0.287 -0.1282 0.0918 0.3143 0.46
H 4.514 -1.464 1.090 0.0504 0.0080 -0.0075 0.07
H 5.191 -3.713 1.799 -0.0147 -0.0052 -0.0057 0.10
H 7.382 -4.065 2.907 0.0025 0.0108 -0.0026 0.10
H 8.858 -2.114 3.306 -0.0104 0.0030 -0.0048 0.11
H 8.180 0.132 2.604 -0.0117 -0.0270 0.0059 0.04
```
Positions in Å, forces in eV/Å.

The HOMO energy comes out at -7.564 eV. The largest force on an atom is 0.5 eV/Å. The molar mass is 1021.19 g/mol.